# C15H18ClNO3

A single C15H18ClNO3 molecule (ωB97M-V/def2-TZVPD, the Open Molecules 2025 dataset).

Atoms and positions in Å:
1 C 6.657 0.216 -0.274
2 H 7.627 -0.279 -0.254
3 O 5.711 -0.793 -0.019
4 C 4.391 -0.452 0.011
5 C 3.499 -1.496 0.265
6 C 2.144 -1.260 0.316
7 C 1.641 0.025 0.116
8 C 2.526 1.064 -0.136
9 C 3.889 0.828 -0.189
10 H 4.547 1.659 -0.388
11 H 2.149 2.061 -0.294
12 N 0.251 0.196 0.185
13 C -0.480 1.321 -0.006
14 O -0.027 2.421 -0.229
15 C -1.986 1.015 0.088
16 C -2.840 2.275 0.212
17 O -3.757 2.500 -0.535
18 C -2.439 3.192 1.329
19 H -2.259 2.641 2.248
20 H -3.200 3.952 1.484
21 H -1.506 3.671 1.034
22 C -2.428 0.173 -1.130
23 C -3.590 -0.700 -0.776
24 C -3.499 -1.870 -0.163
25 C -4.624 -2.765 0.227
26 H -5.571 -2.315 -0.054
27 H -4.617 -2.939 1.303
28 H -4.530 -3.732 -0.267
29 Cl -1.933 -2.518 0.263
30 H -4.573 -0.318 -1.002
31 H -2.718 0.859 -1.927
32 H -1.597 -0.440 -1.482
33 H -2.141 0.435 1.006
34 H -0.260 -0.661 0.365
35 H 1.464 -2.077 0.511
36 H 3.896 -2.487 0.417
37 H 6.633 0.995 0.494
38 H 6.505 0.671 -1.259

Atoms 1-6, force components in eV/Å:
C 0.1 0.1 0.0
H 0.0 0.1 0.0
O -0.2 -0.2 0.1
C -0.2 0.0 0.0
C 0.2 0.1 0.0
C 0.0 0.2 0.0

As for the structure (SMILES): COc1ccc(NC(=O)[C@H](C/C=C(/C)Cl)C(C)=O)cc1. The calculation puts the orbital gap at 8.631 eV. The calculation puts the relative energy (zero: lowest compared OMol25 entry of this formula, charge and spin) at 1.658 eV.